No. 1
C45H49AsN8OV | wB97M-V/def2-TZVPD

Calculated values
Relative energy (zero: lowest compared OMol25 entry of this formula, charge and spin), kJ/mol: 62.4
Lowest unoccupied orbital energy (spin up / spin down), eV: -9.12 / -8.51
⟨S²⟩: 2.017
Kohn-Sham gap (spin up / spin down), Ha: 0.1575 / 0.1796

```
! wB97M-V def2-TZVPD RIJCOSX def2/J DEFGRID3
* xyz 3 3
As -1.29 0.78 -3.04
V 0.11 -0.15 0.19
O 5.00 -12.13 1.24
N 2.07 -6.49 1.50
N -1.36 1.24 1.16
N 0.86 1.74 -0.33
N 1.41 -1.50 -0.75
N 1.43 0.05 1.88
N 3.39 -6.01 -0.23
N -1.60 -1.04 -0.42
N -0.11 -2.11 1.39
C 1.84 -5.22 1.10
C -3.03 -0.08 -3.43
C -3.94 -2.53 -0.35
C 3.10 -9.15 1.79
C -1.69 2.45 -4.06
C -1.52 1.05 2.62
C 6.00 -12.70 0.41
C 3.05 -2.08 -2.40
C 1.45 -0.55 4.19
C 0.05 2.80 -0.14
C 0.89 0.13 3.12
C 1.42 4.20 -1.52
C -0.22 1.13 3.40
C -0.93 -2.43 2.37
C 3.01 -6.97 0.69
C 2.31 3.14 -1.63
C -4.27 0.70 -2.98
C 1.61 -2.71 -0.15
C 2.66 -4.89 0.01
C 0.28 4.03 -0.75
C 1.98 1.94 -1.04
C 3.25 -1.23 2.79
C -2.80 -3.04 -0.96
C -0.29 -0.12 -4.50
C -0.48 3.21 -4.59
C -1.02 2.66 0.89
C -3.90 -1.25 0.18
C 4.49 -8.80 -0.14
C -0.90 -3.65 3.05
C 3.60 -10.42 1.93
C 0.90 -4.29 1.61
C 2.08 -1.23 -1.86
C 2.62 -0.56 1.76
C 5.00 -10.07 -0.02
C -2.64 0.92 0.48
C 0.04 -4.59 2.68
C 2.56 -3.64 -0.65
C -0.27 -1.64 -4.44
C 0.80 -3.03 0.99
C 3.54 -8.31 0.76
C 3.31 -3.28 -1.79
C -1.66 -2.27 -0.97
C 2.61 -1.28 4.02
C 4.57 -10.90 1.03
C -2.73 -0.53 0.11
H -0.42 4.84 -0.60
H -2.80 -4.01 -1.42
H -1.68 -1.71 2.65
H 1.61 5.14 -2.01
H 5.72 -10.44 -0.74
H 6.92 -12.11 0.44
H 0.16 3.56 -3.78
H 3.57 -1.79 -3.30
H -4.85 -3.12 -0.29
H -0.48 1.04 4.45
H 0.19 -2.04 -5.33
H 6.19 -13.69 0.81
H -2.18 1.84 3.01
H -0.79 0.20 -5.42
H -3.50 1.24 1.07
H 0.98 -0.49 5.17
H -2.02 0.10 2.80
H 4.83 -8.19 -0.98
H 2.67 1.11 -1.10
H 0.29 -2.01 -3.58
H -1.28 -2.05 -4.38
H -2.31 3.10 -3.43
H -3.06 -0.20 -4.51
H -0.76 -2.64 -1.44
H 4.11 -6.13 -0.92
H 4.05 -3.96 -2.18
H 3.27 -11.08 2.72
H -1.60 -3.84 3.84
H 1.85 -0.30 -2.37
H -2.66 1.46 -0.47
H 3.04 -1.84 4.85
H 3.10 -0.49 0.80
H 0.11 2.59 -5.26
H 3.24 3.24 -2.17
H -4.27 1.70 -3.41
H 0.12 -5.56 3.15
H -1.91 3.24 0.64
H 0.72 0.29 -4.53
H -4.79 -0.81 0.62
H 2.35 -8.78 2.48
H -3.03 -1.08 -3.00
H -0.81 4.08 -5.15
H -4.33 0.79 -1.90
H 0.24 2.11 3.27
H -0.62 3.11 1.80
H 5.66 -12.79 -0.62
H -2.30 2.11 -4.89
H -5.17 0.20 -3.33
H 4.21 -1.69 2.63
*
```

Löwdin atomic charge list, values in e, 8 entries: As 1.218; V 1.002; O -0.040; N 0.198; N -0.193; N -0.005; N -0.003; N 0.014


No. 2
C45H49BrI2MoP | wB97M-V/def2-TZVPD

Calculated values
Relative energy (zero: lowest compared OMol25 entry of this formula, charge and spin), kJ/mol: 58.0
Lowest unoccupied orbital energy (spin up / spin down), eV: -10.33 / -9.96
⟨S²⟩: 2.097
Kohn-Sham gap (spin up / spin down), Ha: 0.2143 / 0.2293

```
! wB97M-V def2-TZVPD RIJCOSX def2/J DEFGRID3
* xyz 3 3
I 1.55 1.27 -0.40
I 0.16 -2.52 -1.14
Mo -0.56 -0.40 0.48
Br 4.14 3.19 -1.27
P 1.37 -1.36 1.80
C -1.69 -3.33 4.54
C -0.92 -4.11 3.68
C 2.25 -2.67 -1.24
C -1.05 3.79 -0.77
C -4.37 -1.04 2.59
C 2.74 -2.85 -2.50
C -2.95 -0.61 0.58
C -2.03 1.46 -0.07
C 3.00 -2.87 -0.06
C 5.04 -3.86 0.87
C 2.35 -0.28 2.86
C 2.36 3.92 2.98
C -2.93 1.79 -3.18
C 4.55 -3.73 2.14
C -2.49 -0.70 -0.75
C -3.35 -2.98 1.30
C -0.08 -3.52 2.77
C 4.44 0.91 3.09
C -1.99 0.56 -1.22
C 3.40 3.47 0.44
C -5.15 -1.57 0.30
C -0.82 -1.33 3.53
C 3.40 4.71 2.50
C 4.29 -3.43 -0.25
C 0.02 -2.11 2.71
C -3.92 -1.56 1.23
C 4.11 1.22 4.41
C 3.35 -3.05 2.34
C -1.67 3.31 1.59
C 2.58 -2.60 1.28
C 2.92 0.77 4.95
C 3.92 4.48 1.24
C 4.08 -3.28 -2.66
C 4.81 -3.60 -1.56
C -1.99 2.98 0.12
C 2.04 0.02 4.19
C -1.83 0.80 -2.73
C -3.45 3.43 -0.14
C -2.11 -0.50 -3.51
C -1.66 -1.94 4.45
C 3.56 0.16 2.32
C -0.45 1.30 -3.17
C -2.52 0.67 1.03
C 2.35 2.71 0.93
C 1.83 2.91 2.19
H 5.81 -4.01 -1.67
H -3.54 -0.86 3.27
H 3.81 5.50 3.11
H -1.41 -1.30 -3.27
H 0.00 3.62 -0.54
H 4.47 -3.41 -3.66
H -0.96 -5.19 3.75
H 2.12 -2.71 -3.37
H 4.81 1.79 5.01
H -3.10 -3.35 0.31
H -2.53 3.14 2.25
H -4.93 -0.10 2.48
H 1.04 2.28 2.58
H -5.04 -1.76 3.06
H -0.48 1.51 -4.24
H -4.92 -2.00 -0.68
H -3.53 4.49 0.11
H -2.67 -1.55 -1.39
H 1.96 4.09 3.97
H -5.93 -2.18 0.75
H -2.69 1.06 2.02
H -0.75 -0.25 3.51
H -4.09 -3.65 1.72
H 0.55 -4.13 2.13
H 6.01 -4.30 0.70
H -0.15 2.22 -2.67
H 3.84 -0.10 1.31
H 2.69 0.98 5.99
H 5.11 -4.09 2.99
H -1.99 -0.29 -4.57
H -5.55 -0.56 0.15
H 1.14 -0.36 4.66
H -2.27 -1.34 5.11
H -1.21 3.64 -1.83
H -4.15 2.88 0.50
H -2.46 -3.02 1.92
H 5.38 1.24 2.67
H -1.41 4.36 1.67
H -2.74 2.81 -2.86
H 0.31 0.54 -3.02
H -0.83 2.72 1.96
H 4.74 5.08 0.87
H -3.13 -0.86 -3.37
H -3.91 1.48 -2.82
H -3.76 3.30 -1.17
H 3.05 -2.83 3.36
H -1.25 4.85 -0.57
H -2.32 -3.80 5.28
H -2.96 1.79 -4.27
*
```

Löwdin atomic charge list, values in e, 8 entries: I 1.262; I 1.329; Mo 0.881; Br 0.809; P 0.914; C -0.003; C -0.025; C -0.570


No. 3
C45H49N7O6RbS2Te | wB97M-V/def2-TZVPD

Calculated values
Lowest unoccupied orbital energy, eV: -0.19
Kohn-Sham gap, Ha: 0.0974

```
! wB97M-V def2-TZVPD RIJCOSX def2/J DEFGRID3
* xyz -1 1
Te 1.41 -3.24 1.77
Rb -0.45 0.34 0.97
S 1.98 2.88 1.17
S -4.30 -4.63 -2.94
O -3.14 0.81 4.86
O -2.78 0.46 1.96
O -1.16 -1.97 1.57
O -0.53 2.39 -0.47
O -0.95 -3.33 4.15
O -2.36 -1.71 6.17
N -1.91 -7.21 -5.88
N -1.06 -1.50 -2.19
N 1.27 5.29 2.04
N 0.29 1.21 -3.07
N 2.99 0.23 -6.04
N 2.15 -0.99 -1.80
N -0.21 4.46 0.56
C 2.20 1.89 -4.38
C 2.52 0.14 5.13
C 3.59 -0.08 -3.66
C -3.28 -5.29 -5.43
C 5.17 -5.53 1.34
C 3.48 -3.79 1.48
C 5.78 -3.25 0.93
C -1.68 -1.57 2.67
C -2.22 -1.44 5.00
C 2.20 4.64 4.24
C -3.05 -3.38 -2.63
C -2.22 4.01 -0.66
C -2.54 -6.10 -6.27
C 4.46 -2.86 1.15
C -0.87 3.54 -0.16
C -2.13 -3.56 -1.62
C 1.74 -2.07 4.57
C -2.43 -0.35 2.85
C 1.54 1.97 -2.99
C 2.06 -1.11 5.52
C -3.38 -5.64 -4.09
C -1.54 -2.27 3.95
C 3.09 0.03 -2.20
C -4.73 4.78 -1.61
C 0.37 6.42 2.21
C -4.35 3.44 -1.65
C -2.68 -0.17 4.32
C 2.35 -0.53 2.83
C 2.67 0.44 3.78
C 2.52 1.43 -1.96
C -2.03 -7.54 -4.59
C -1.98 -1.32 -3.13
C -3.10 3.06 -1.18
C 1.91 -1.79 3.22
C 2.53 0.43 -4.61
C -2.75 -6.79 -3.67
C 0.55 7.48 1.14
C 0.95 4.24 1.23
C -3.00 -2.22 -3.39
C 3.85 -5.13 1.57
C -1.14 -2.60 -1.44
C -3.86 5.73 -1.09
C 6.14 -4.59 1.03
C 2.46 5.29 2.88
C -2.61 5.34 -0.61
H 7.17 -4.90 0.86
H 3.11 2.50 -4.40
H 3.35 2.14 -1.90
H 1.91 -1.33 6.57
H 3.85 -1.12 -3.88
H -5.71 5.08 -1.97
H 1.61 -0.15 -4.50
H -1.51 -8.44 -4.28
H -3.74 -2.03 -4.16
H -0.41 -2.69 -0.64
H 5.44 -6.58 1.43
H 3.97 -0.07 -1.57
H -4.15 6.77 -1.05
H 2.75 0.89 5.88
H 1.57 7.88 1.14
H -0.14 8.32 1.30
H 1.32 -3.02 4.87
H -1.93 6.07 -0.19
H 2.30 0.59 -6.70
H 0.58 6.85 3.20
H -2.80 2.02 -1.18
H 1.36 3.02 -2.72
H -2.17 -4.42 -0.96
H -3.77 -4.40 -5.81
H 3.09 4.71 4.87
H -2.44 -5.85 -7.33
H 4.50 0.53 -3.78
H 3.11 -5.87 1.84
H -5.04 2.69 -2.02
H 2.99 1.42 3.46
H 2.45 -0.28 1.78
H 0.35 7.04 0.16
H 3.15 -0.76 -6.23
H 2.05 1.47 -0.98
H -1.90 -0.40 -3.71
H 3.25 4.76 2.36
H 1.51 2.27 -5.15
H -0.44 1.83 -3.40
H 6.53 -2.50 0.70
H -2.80 -7.10 -2.63
H 4.20 -1.81 1.07
H 3.87 0.73 -6.19
H -0.66 6.06 2.21
H 1.37 5.13 4.76
H -0.02 0.94 -2.14
H 2.77 6.33 3.00
H 1.21 -0.93 -2.18
H 1.95 3.59 4.10
H 2.50 -1.94 -1.86
*
```

Löwdin atomic charge list, values in e, 8 entries: Te 1.464; Rb 0.993; S 0.657; S 0.981; O 0.070; O -0.175; O -0.378; O -0.257


No. 4
C45H50HgI2N5O2P2S2 | wB97M-V/def2-TZVPD

Calculated values
Relative energy (zero: lowest compared OMol25 entry of this formula, charge and spin), kJ/mol: 0.0
Lowest unoccupied orbital energy (spin up / spin down), eV: 0.25 / -0.26
⟨S²⟩: 0.753
Kohn-Sham gap (spin up / spin down), Ha: 0.2252 / 0.2387

```
! wB97M-V def2-TZVPD RIJCOSX def2/J DEFGRID3
* xyz 0 2
Hg 0.12 0.38 0.43
I 1.07 4.52 6.91
I -0.06 5.80 1.21
S 2.06 -2.98 1.23
S -2.26 0.92 2.69
P -0.38 -2.01 -1.94
P -2.00 1.30 -1.37
O 2.59 1.04 -1.04
O 0.43 2.69 0.98
N 1.07 0.80 2.87
N -2.16 -0.65 4.89
N -1.57 -1.70 3.15
N -1.28 -2.02 1.84
N -1.79 -1.89 5.33
C 1.31 1.45 5.55
C -4.43 1.36 0.04
C 1.04 -1.80 -4.43
C -1.77 -1.98 -3.16
C -1.44 -2.52 4.26
C -0.36 -3.80 -1.52
C 0.44 4.36 2.63
C -1.41 -4.27 -0.73
C -1.92 2.86 -3.76
C -1.44 3.91 -4.52
C -1.44 2.64 -2.47
C 0.58 3.04 2.20
C 0.66 -4.68 -1.87
C 2.47 -4.66 1.72
C 1.05 2.47 4.61
C 3.45 -1.69 -4.53
C 3.11 3.32 -0.80
C -3.25 3.44 -0.05
C 2.39 1.64 -2.33
C -0.43 -6.47 -0.66
C 3.08 3.00 -2.30
C -0.49 4.78 -4.00
C 0.92 2.08 3.25
C -4.21 4.02 0.76
C 3.33 1.94 -0.21
C -1.45 -5.59 -0.31
C 0.62 -6.01 -1.44
C 1.31 -0.13 3.77
C -5.40 1.94 0.84
C 2.33 -1.79 -2.40
C 3.50 -1.73 -3.14
C -2.15 -0.55 -3.57
C 1.43 0.15 5.14
C -3.35 2.11 -0.42
C 0.88 3.84 4.94
C -2.01 -0.46 3.57
C -5.29 3.27 1.20
C -0.01 4.58 -2.71
C 1.09 -1.86 -3.03
C 2.22 -1.71 -5.17
C 3.48 -2.08 1.88
C -0.95 -3.91 4.17
C -0.47 3.51 -1.96
C 0.59 4.75 3.97
C -2.96 0.19 -2.49
H 1.42 -6.68 -1.72
H 2.16 -1.66 -6.25
H 3.35 -1.04 1.59
H -2.63 -2.46 -2.68
H 4.40 1.66 -0.23
H 3.88 4.03 -0.52
H 1.40 1.71 6.59
H 2.14 3.69 -0.46
H -2.75 -0.59 -4.48
H 4.40 -2.46 1.43
H 1.69 -5.31 1.32
H -2.67 2.21 -4.18
H -6.23 1.34 1.19
H 4.45 -1.68 -2.63
H -1.24 0.01 -3.84
H 4.36 -1.62 -5.11
H 1.62 -0.64 5.84
H 2.80 0.98 -3.10
H -2.29 -5.94 0.29
H 1.49 -4.34 -2.47
H 0.46 5.80 4.22
H -0.08 3.35 -0.95
H -2.21 -3.60 -0.45
H -0.92 -4.34 5.17
H -4.11 5.06 1.06
H 2.50 -4.76 2.80
H 3.42 -4.96 1.30
H -1.53 -2.59 -4.03
H -0.13 5.61 -4.59
H 1.40 -1.15 3.40
H 0.10 -1.83 -4.95
H -1.97 -2.65 1.46
H -1.82 4.06 -5.52
H -6.05 3.73 1.84
H -0.34 -2.38 1.75
H 3.53 -2.15 2.96
H 4.10 2.92 -2.68
H 2.55 3.74 -2.89
H 2.38 -1.79 -1.32
H -2.43 0.06 5.54
H 0.04 -3.95 3.73
H -3.77 0.78 -2.94
H 1.32 1.74 -2.50
H 0.73 5.25 -2.29
H -3.45 -0.54 -1.85
H -2.40 4.04 -0.37
H -0.46 -7.50 -0.33
H -4.51 0.31 -0.19
H -1.61 -4.52 3.55
H 2.96 1.84 0.81
*
```

Löwdin atomic charge list, values in e, 8 entries: Hg 0.820; I 0.880; I 0.939; S 0.735; S 0.675; P 1.020; P 1.004; O -0.236